C18H31N3OS | ωB97M-V with the def2-TZVPD basis set

Computed properties:
Multiplicity: 1
Kohn-Sham gap (eV): 8.65
Electronic energy (a.u.): -1342.140848
SMILES: CC(C)=CCN1CCN(Cc2nc(C(C)C)cs2)C[C@H]1CCO
E_HOMO (eV): -7.94

Last columns: bonded neighbours and bond lengths (Å).
Cartesian coordinates (Å):
1 H -0.1731 0.5395 0.5543  C42 1.090
2 C -2.6039 -0.8341 -2.0531  H11 1.092, H27 1.095, C31 1.535, N35 1.446
3 C 3.9061 1.1993 1.1984  C13 1.530, C22 1.499, H23 1.094, C50 1.530
4 C -4.2161 0.4938 -0.7406  H8 1.096, H25 1.092, C33 1.506, N35 1.454
5 C 4.0264 -1.0127 -0.0744  C22 1.361, H29 1.070, S30 1.718
6 H -4.7375 1.6654 3.0500  C36 1.089
7 N -0.6251 -1.0845 -0.6623  C28 1.454, C31 1.451, C42 1.452
8 H -4.9816 0.1846 -1.4617  C4 1.096
9 H 5.3344 1.7578 2.7188  C50 1.087
10 H 0.2766 3.4798 -2.0217  C18 1.093
11 H -3.5212 -1.3294 -2.3774  C2 1.092
12 H -3.0385 1.5335 2.6115  C36 1.091
13 C 4.4712 2.1147 0.1111  C3 1.530, H37 1.087, H53 1.087, H54 1.088
14 H 1.3591 1.3597 -0.5330  O21 0.968
15 H -4.5189 -1.9822 2.5043  C38 1.087
16 C -0.8822 1.6554 -1.8563  C18 1.535, H24 1.090, H32 1.090, C46 1.538
17 H 5.8211 0.3576 1.7619  C50 1.088
18 C 0.1324 2.6669 -1.3053  H10 1.093, C16 1.535, O21 1.406, H49 1.101
19 H -2.4237 -2.1449 -0.3187  C31 1.104
20 H -1.4786 -2.6441 -1.7456  C31 1.093
21 O 1.4178 2.1310 -1.1143  H14 0.968, C18 1.406
22 C 3.3358 -0.0472 0.5908  C3 1.499, C5 1.361, N43 1.361
23 H 3.0814 1.7151 1.6991  C3 1.094
24 H -1.5188 2.1417 -2.5960  C16 1.090
25 H -4.3926 1.5461 -0.5065  C4 1.092
26 H -5.3054 -0.7385 3.4819  C38 1.090
27 H -2.0003 -0.6207 -2.9411  C2 1.095
28 C 0.2660 -1.9543 0.0877  N7 1.454, H47 1.093, C48 1.491, H52 1.107
29 H 5.0743 -1.0641 -0.2865  C5 1.070
30 S 2.9760 -2.2680 -0.5980  C5 1.718, C48 1.748
31 C -1.7986 -1.7823 -1.1539  C2 1.535, N7 1.451, H19 1.104, H20 1.093
32 H -0.3289 0.8571 -2.3509  C16 1.090
33 C -4.3557 -0.3587 0.4925  C4 1.506, H41 1.084, C45 1.329
34 H -2.1883 1.8651 -0.1634  C46 1.095
35 N -2.9448 0.4324 -1.4442  C2 1.446, C4 1.454, C46 1.454
36 C -4.0565 1.4316 2.2329  H6 1.089, H12 1.091, H40 1.086, C45 1.500
37 H 4.8501 3.0311 0.5576  C13 1.087
38 C -4.4248 -0.9669 2.8816  H15 1.087, H26 1.090, H39 1.090, C45 1.502
39 H -3.5566 -0.9160 3.5390  C38 1.090
40 H -4.2004 2.1615 1.4425  C36 1.086
41 H -4.5249 -1.4094 0.2877  C33 1.084
42 C -1.0513 0.0641 0.1174  H1 1.090, N7 1.452, H44 1.105, C46 1.535
43 N 2.0006 -0.2935 0.6915  C22 1.361, C48 1.286
44 H -1.7128 -0.2525 0.9439  C42 1.105
45 C -4.2882 0.0263 1.7626  C33 1.329, C36 1.500, C38 1.502
46 C -1.8050 1.0497 -0.7860  C16 1.538, H34 1.095, N35 1.454, C42 1.535
47 H 0.3061 -2.9254 -0.4118  C28 1.093
48 C 1.6487 -1.3993 0.1364  C28 1.491, S30 1.748, N43 1.286
49 H -0.2415 3.1051 -0.3668  C18 1.101
50 C 4.9761 0.8520 2.2353  C3 1.530, H9 1.087, H17 1.088, H51 1.088
51 H 4.5714 0.1897 2.9976  C50 1.088
52 H -0.0949 -2.1132 1.1221  C28 1.107
53 H 3.6942 2.3694 -0.6049  C13 1.087
54 H 5.2864 1.6231 -0.4147  C13 1.088


C4H8N2 | ωB97M-V with the def2-TZVPD basis set

Computed properties:
Multiplicity: 1
Kohn-Sham gap (spin up / spin down) (eV): 7.70 / 7.70
Electronic energy (a.u.): -266.575366
E_HOMO (spin up / spin down) (eV): -7.37 / -7.37

Last columns: bonded neighbours and bond lengths (Å).
Cartesian coordinates (Å):
1 N 0.0287 -0.4706 2.8987  C3 1.201
2 H -2.0110 0.3799 0.3210  C9 1.086
3 C -0.6209 -0.0181 1.9953  N1 1.201, H8 1.199, C9 1.489
4 H 0.7577 -2.0432 -0.0683  C10 1.093
5 C -0.0909 0.7704 -1.4981  N6 1.454, H11 1.093, H12 1.099, H13 1.092
6 N -0.1374 -0.1695 -0.3897  C5 1.454, C9 1.333, C10 1.458
7 H 1.7495 -0.8631 -0.9586  C10 1.092
8 H -0.9295 1.1221 1.7902  C3 1.199
9 C -1.0549 -0.0699 0.5721  H2 1.086, C3 1.489, N6 1.333
10 C 1.0415 -0.9902 -0.1374  H4 1.093, N6 1.458, H7 1.092, H14 1.098
11 H 0.1784 0.2608 -2.4273  C5 1.093
12 H 0.6492 1.5568 -1.2942  C5 1.099
13 H -1.0696 1.2404 -1.6182  C5 1.092
14 H 1.5092 -0.7057 0.8146  C10 1.098


C23H42Cl2N5O4S2 | ωB97M-V with the def2-TZVPD basis set

Computed properties:
Multiplicity: 1
Kohn-Sham gap (eV): 7.27
Electronic energy (a.u.): -3192.288714
Charge: +1
E_HOMO (eV): -10.54

Last columns: bonded neighbours and bond lengths (Å).
Cartesian coordinates (Å):
1 H 2.8281 -2.4721 3.2905  C23 1.191
2 H -0.3833 2.0339 -3.2918  C72 1.177
3 H 4.9709 -4.2687 2.1583  C22 1.180
4 C 3.4145 -2.2650 -0.0076  H37 1.170, H53 1.175, C66 1.672, C77 1.672
5 H -6.4341 -1.6652 1.5480  C14 1.191
6 H -0.6809 1.8035 -5.6773  N9 1.063
7 H -2.3624 3.7065 -0.0877  C43 1.170
8 C -5.0984 -1.3455 -0.7142  C27 1.639, O30 1.501, H52 1.179, H65 1.170
9 N -1.3968 1.2842 -5.0872  H6 1.063, H46 1.049, C72 1.526
10 C 1.8308 0.3870 -1.5937  H12 1.192, H35 1.184, N51 1.514, C69 1.642
11 H 4.1323 2.0718 4.4232  C29 1.183
12 H 2.8751 0.3801 -2.1682  C10 1.192
13 C 1.8679 1.5818 3.8530  H24 1.191, C29 1.650, C60 1.641, H63 1.176
14 C -6.7918 -0.8127 0.7965  H5 1.191, O30 1.471, H59 1.193, C75 1.639
15 O 4.8135 -1.5446 3.3464  C23 1.472, C70 1.475
16 H 0.1840 -0.9996 -4.5281  C62 1.170
17 H -0.9148 1.3072 1.4073  C74 1.194
18 N 2.7965 -0.5861 2.1844  C23 1.514, C60 1.515, C77 1.534
19 H -1.0451 1.6679 -0.4861  C74 1.171
20 C -2.3953 -0.1038 -8.0504  H25 1.093, Cl33 1.768, Cl42 1.768, H78 1.093
21 C 0.8001 2.6254 0.6862  C39 1.671, H45 1.172, H50 1.193, C74 1.668
22 C 5.6557 -4.0587 3.0964  H3 1.180, H28 1.186, H68 1.174, C70 1.659
23 C 3.3489 -1.4018 3.3338  H1 1.191, O15 1.472, N18 1.514, H31 1.189
24 H 0.9144 2.2708 3.6696  C13 1.191
25 H -1.9587 0.6032 -8.7599  C20 1.093
26 H -0.2154 -0.8282 -1.6058  C69 1.185
27 C -4.5501 0.1986 -0.7083  C8 1.639, H48 1.193, N54 1.511, H56 1.193
28 H 5.7576 -5.0622 3.7197  C22 1.186
29 C 3.1421 2.6083 4.0626  H11 1.183, C13 1.650, N47 1.541, H73 1.173
30 O -6.5912 -1.2528 -0.5929  C8 1.501, C14 1.471
31 H 3.0283 -0.9255 4.3748  C23 1.189
32 H 1.3885 0.4433 -4.1272  C62 1.190
33 Cl -1.6741 -1.6971 -8.3077  C20 1.768
34 H -6.9978 1.5300 0.9170  C75 1.193
35 H 1.3667 1.4599 -1.7844  C10 1.184
36 H -1.2792 4.2551 1.3553  C43 1.184
37 H 3.5997 -2.1576 -1.1578  C4 1.170
38 O 0.9437 -2.6986 0.5821  H41 1.005, C66 1.500
39 C 1.6537 1.2150 0.9620  C21 1.671, N51 1.533, C60 1.646
40 H -1.6705 0.6141 -3.0289  C72 1.180
41 H 0.3191 -3.3607 1.0087  O38 1.005
42 Cl -4.1462 -0.1520 -8.2893  C20 1.768
43 C -1.8665 3.3310 0.9036  H7 1.170, H36 1.184, C74 1.646, S76 1.883
44 S -3.0180 -0.5225 2.1823  C64 1.725
45 H 1.2039 3.1287 -0.2925  C21 1.172
46 H -2.1718 1.9780 -4.9485  N9 1.049
47 N 3.5175 3.3559 2.7685  C29 1.541, H57 1.061, H61 1.044
48 H -4.8797 0.7543 -1.7111  C27 1.193
49 H 1.9574 -3.8824 -0.9009  C66 1.170
50 H 0.9536 3.3338 1.6335  C21 1.193
51 N 2.0892 0.2120 -0.1126  C10 1.514, C39 1.533, C77 1.514
52 H -4.8772 -1.8866 -1.7381  C8 1.179
53 H 4.3280 -2.6916 0.5961  C4 1.175
54 N -4.8425 0.9834 0.5499  C27 1.511, C64 1.511, C75 1.511
55 H 1.3634 -1.7163 -2.3616  C69 1.183
56 H -3.3610 0.1303 -0.7849  C27 1.193
57 H 4.4373 2.9868 2.3909  N47 1.061
58 H 2.4679 -4.1952 0.9540  C66 1.173
59 H -7.9718 -0.7470 0.9621  C14 1.193
60 C 2.1226 0.7408 2.4669  C13 1.641, N18 1.515, C39 1.646
61 H 3.6790 4.3660 2.9754  N47 1.044
62 C 0.4127 -0.1376 -3.7704  H16 1.170, H32 1.190, C69 1.671, C72 1.670
63 H 1.6809 0.9063 4.7967  C13 1.176
64 C -3.7213 0.9256 1.5614  S44 1.725, N54 1.511, S76 1.911
65 H -4.7214 -1.9740 0.1978  C8 1.170
66 C 2.1934 -3.3983 0.1379  C4 1.672, O38 1.500, H49 1.170, H58 1.173
67 O 4.8237 -3.0257 5.3386  C70 1.341
68 H 6.7154 -3.7517 2.6938  C22 1.174
69 C 0.7780 -0.6954 -2.2380  C10 1.642, H26 1.185, H55 1.183, C62 1.671
70 C 5.0685 -2.8238 4.0355  O15 1.475, C22 1.659, O67 1.341
71 H -6.0568 0.7082 2.3285  C75 1.194
72 C -0.7952 1.0142 -3.7116  H2 1.177, N9 1.526, H40 1.180, C62 1.670
73 H 2.9053 3.4349 4.8609  C29 1.173
74 C -0.7892 2.1354 0.5560  H17 1.194, H19 1.171, C21 1.668, C43 1.646
75 C -6.1971 0.6746 1.1435  C14 1.639, H34 1.193, N54 1.511, H71 1.194
76 S -3.0676 2.6166 2.1650  C43 1.883, C64 1.911
77 C 2.7781 -0.8796 0.6787  C4 1.672, N18 1.534, N51 1.514
78 H -2.1845 0.2214 -7.0286  C20 1.093


C25H30N4O2 | ωB97M-V with the def2-TZVPD basis set

Computed properties:
Multiplicity: 1
Kohn-Sham gap (eV): 8.51
Electronic energy (a.u.): -1340.139474
SMILES: Cc1ccc(CN2CCN(Cc3ccc(Oc4ncccn4)cc3)C[C@@H]2CCO)cc1
E_HOMO (eV): -7.87

Last columns: bonded neighbours and bond lengths (Å).
Cartesian coordinates (Å):
1 H 5.4318 1.0717 0.2418  C41 1.091
2 H -6.2094 3.3220 0.2610  C16 1.082
3 H -2.6405 -1.1430 -2.1734  C10 1.078
4 H -0.6468 2.7493 0.0801  C57 1.080
5 H -3.0807 -2.4811 0.3935  C36 1.087
6 C 1.7249 -2.1730 0.7173  C7 1.513, C26 1.390, C46 1.389
7 C 3.1831 -1.7995 0.8676  C6 1.513, H30 1.094, H45 1.096, N47 1.454
8 H 4.8683 1.4738 2.8012  O31 0.964
9 C -2.8214 0.2694 -0.5857  C10 1.388, C14 1.386, O42 1.387
10 C -2.1930 -0.2891 -1.6902  H3 1.078, C9 1.388, C59 1.382
11 C 3.3493 0.6697 0.6290  H19 1.097, C29 1.537, C41 1.541, N47 1.451
12 H -0.2776 -4.1615 -1.1533  C52 1.081
13 H 3.6882 3.1858 1.5789  C22 1.101
14 C -2.2610 1.3626 0.0562  C9 1.386, H39 1.078, C57 1.382
15 C -7.0886 0.2117 1.1771  C25 1.389, H37 1.082, N40 1.319
16 C -6.1913 2.2540 0.4365  H2 1.082, N24 1.321, C25 1.386
17 H -8.1574 2.0867 1.3140  C25 1.076
18 H 1.1838 0.6284 0.4801  C29 1.102
19 H 3.2540 0.5855 1.7190  C11 1.097
20 H 2.2318 -0.1624 -2.9344  C34 1.093
21 C -0.9765 -2.8972 0.4247  C36 1.497, C52 1.388, C54 1.390
22 C 4.6668 2.7406 1.3415  H13 1.101, O31 1.408, H38 1.092, C41 1.529
23 H -0.5355 -0.1778 -3.0237  C59 1.080
24 N -5.0830 1.6389 0.0646  C16 1.321, C50 1.328
25 C -7.2568 1.5803 1.0122  C15 1.389, C16 1.386, H17 1.076
26 C 0.7454 -1.6267 1.5389  C6 1.390, H48 1.082, C54 1.383
27 H -2.5857 -3.8389 -0.6288  C36 1.087
28 H 3.6709 -1.7502 -1.6369  C33 1.091
29 C 2.0232 1.2185 0.0775  C11 1.537, H18 1.102, N43 1.451, H53 1.093
30 H 3.4002 -1.6110 1.9236  C7 1.094
31 O 5.2926 2.2924 2.5208  H8 0.964, C22 1.408
32 C 0.9061 1.8860 -1.9678  N43 1.458, H51 1.094, H58 1.093, C60 1.509
33 C 3.5412 -0.7157 -1.3161  H28 1.091, C34 1.533, H35 1.094, N47 1.447
34 C 2.2077 -0.1706 -1.8415  H20 1.093, C33 1.533, N43 1.452, H49 1.102
35 H 4.3496 -0.1176 -1.7481  C33 1.094
36 C -2.4056 -3.3291 0.3146  H5 1.087, C21 1.497, H27 1.087, H55 1.091
37 H -7.8546 -0.4117 1.6197  C15 1.082
38 H 5.3158 3.5304 0.9561  C22 1.092
39 H -2.7459 1.7928 0.9178  C14 1.078
40 N -5.9894 -0.4163 0.8084  C15 1.319, C50 1.330
41 C 4.5007 1.6382 0.2951  H1 1.091, C11 1.541, C22 1.529, H44 1.089
42 O -3.9657 -0.3664 -0.1279  C9 1.387, C50 1.329
43 N 2.0436 1.1935 -1.3733  C29 1.451, C32 1.458, C34 1.452
44 H 4.3081 2.0891 -0.6776  C41 1.089
45 H 3.7947 -2.6518 0.5498  C7 1.096
46 C 1.3301 -3.0871 -0.2517  C6 1.389, C52 1.383, H61 1.081
47 N 3.6731 -0.6509 0.1231  C7 1.454, C11 1.451, C33 1.447
48 H 1.0281 -0.9307 2.3176  C26 1.082
49 H 1.3804 -0.8191 -1.5112  C34 1.102
50 C -5.0304 0.3269 0.2624  N24 1.328, N40 1.330, O42 1.329
51 H 0.9937 2.9411 -1.6909  C32 1.094
52 C 0.0014 -3.4411 -0.3970  H12 1.081, C21 1.388, C46 1.383
53 H 1.9036 2.2552 0.4021  C29 1.093
54 C -0.5837 -1.9774 1.3899  C21 1.390, C26 1.383, H56 1.081
55 H -2.6441 -4.0202 1.1240  C36 1.091
56 H -1.3289 -1.5426 2.0408  C54 1.081
57 C -1.0771 1.8936 -0.4196  H4 1.080, C14 1.382, C60 1.390
58 H 1.0088 1.8035 -3.0530  C32 1.093
59 C -1.0099 0.2529 -2.1542  C10 1.382, H23 1.080, C60 1.390
60 C -0.4345 1.3518 -1.5267  C32 1.509, C57 1.390, C59 1.390
61 H 2.0738 -3.5365 -0.8954  C46 1.081